An isolated molecule of C7H14ClOP at a distorted geometry. Source: the OMol25 dataset; level of theory: wB97M-V/def2-TZVPD.

Element x y z (Å)
H -1.8636 0.8175 0.8839
H -1.0028 2.2315 1.3980
H 2.1998 0.2577 1.1977
H -0.1564 0.4798 3.2914
C -1.1227 -1.1198 -0.7302
O 0.4387 0.5427 -1.6787
H -1.1902 -1.7366 0.1330
H -0.0118 1.1056 -3.5325
C 0.1188 -0.3505 -0.5419
P -0.0792 -0.6912 2.3365
H -1.9335 -0.4571 -0.8154
Cl 0.0254 -1.3246 -3.6661
H 0.8882 -2.1629 0.2960
C 1.2529 -1.4590 -0.4351
H 1.7799 1.7605 0.3981
H 2.2150 -1.0365 -0.2030
C -0.9661 1.4807 0.6746
C 1.5150 1.0177 1.1247
H 1.5388 1.5493 2.1188
C 0.1428 0.3974 0.8666
H -0.8073 1.8451 -0.3768
H 1.1673 -2.0368 -1.3865
H -1.0566 -1.6830 -1.5769
C -0.0311 0.2377 -2.8780

## Properties
Energy relative to the best compared isomer or geometry (same formula, charge and spin) ... 111.8 kcal per mole
Kohn-Sham gap (alpha / beta) ... 9.03 / 6.41 eV
E_LUMO (alpha / beta) ... 0.0209 / -0.0398 Ha

A structure of composition C9H11BrCl17NO4P2 at a distorted geometry. Source: the OMol25 dataset; level of theory: wB97M-V/def2-TZVPD.

Element x y z (Å)
Cl -1.5742 -2.8302 5.5202
H 3.1413 0.0150 -0.2475
Cl -9.4922 1.6700 2.3990
C -1.6248 -1.3592 4.5260
Cl -2.0832 -1.7820 2.8628
H 1.8110 -0.6195 -3.6980
H -0.3672 -0.6267 -0.9982
H 0.5572 -2.9907 0.2852
C 0.2186 0.0855 1.1382
Cl -2.5480 -2.2159 -0.0604
H 2.6672 0.3576 3.3349
C -4.0923 -2.0126 -0.9180
P 2.0461 0.0124 -1.1983
Cl 5.4086 0.8450 -3.3420
Cl -9.2007 -0.9146 3.6833
H 0.2699 -0.9669 1.5714
H -0.1699 1.1774 -0.7689
Cl -5.2380 -1.1497 0.1290
C 1.3621 0.9658 1.8694
Cl -2.8164 -0.2287 5.2006
O 4.4192 -1.5985 -3.3153
Cl 4.9156 6.1626 -4.0515
O 0.9083 -2.7564 -2.4939
C 2.4990 0.0318 -3.0501
Cl -9.2821 -0.7341 0.7891
C 0.2911 0.1611 -0.4688
Cl -6.9692 0.2471 2.2389
Br 2.1038 2.3463 -1.2833
O 1.5422 -2.8585 0.2685
C 4.0528 -0.4093 -3.2219
C 5.6128 5.0798 -2.8266
C -8.7367 0.0672 2.2777
H 1.1120 -3.7247 -2.5467
H 2.4507 1.0899 -3.5050
H 2.9160 -0.4324 1.8436
N 2.6662 0.4558 2.3063
Cl -4.7533 -3.6077 -1.3330
H -0.7870 0.5257 1.4790
P 1.9584 -2.1849 -1.2589
Cl -3.8248 -1.0769 -2.4038
Cl -0.0223 -0.5962 4.5146
O 1.0870 2.1925 2.0191
Cl 4.3493 3.9943 -2.2063
Cl 6.2733 6.0466 -1.4897
Cl 6.9156 4.1182 -3.5604

## Properties
Kohn-Sham gap ... 7.61 eV
E_LUMO ... -0.0119 Ha

An isolated molecule of C20H18N2O5 at a distorted geometry. Source: the OMol25 dataset; level of theory: wB97M-V/def2-TZVPD.

Element x y z (Å)
C -4.0223 2.3595 -2.1220
C 4.0724 -0.4569 -0.7241
C 4.9887 1.3202 0.6199
C -3.7116 2.4712 0.6252
N 1.7386 -1.1296 -0.3900
C -4.0056 3.6196 -0.0826
H -0.2116 -2.4670 -2.3646
C 3.7573 1.4419 1.2670
H -3.6261 0.2684 -1.9453
C -1.6461 -1.4206 -0.6984
C -2.5218 -1.8210 1.6471
H 3.6531 2.1875 2.0388
H -4.3856 4.4664 -2.0129
H -0.8802 -3.0036 2.2798
H 4.1932 -1.1950 -1.4989
C 5.1329 0.3625 -0.3774
H 6.0684 0.2396 -0.8989
O -1.8021 -1.0180 -1.8209
H -4.1493 2.3135 -3.1933
H 7.6956 1.1329 0.5576
H -2.4516 -3.4665 2.9574
O -0.6555 -2.2824 -0.3556
H -4.1168 4.5587 0.4392
H 0.9139 -0.9354 0.1637
C 1.6219 -2.1046 -1.3167
C 2.8496 -0.3321 -0.0797
C -1.9413 -3.1178 2.0633
H 1.7542 0.7356 1.4283
O 2.4935 -2.5039 -2.0551
C -2.4432 -1.0828 0.4809
H 7.1528 2.3233 -0.6599
H 7.8294 2.8769 0.8915
H -3.5947 2.4967 1.6974
O -3.3085 -1.1854 2.5119
C -3.5577 1.2542 -0.0407
H 0.3103 -3.8053 -1.3070
C -4.1580 3.5673 -1.4593
C -3.7253 1.2041 -1.4212
C -3.2625 0.0684 0.7558
H -2.0418 -3.8506 1.2668
C 7.2237 2.1099 0.4115
C 2.7031 0.6272 0.9213
O 5.9643 2.1744 1.0356
N -3.7452 -0.0246 1.9690
C 0.2160 -2.7193 -1.3865

## Properties
Energy relative to the best compared isomer or geometry (same formula, charge and spin) ... 52.5 kcal per mole
Kohn-Sham gap ... 8.55 eV
E_LUMO ... 0.0169 Ha
Structure (SMILES) ... COc1ccc(NC(=O)COC(=O)c2c(-c3ccccc3)noc2C)cc1

A cluster of 4 separate species, H8O4 in total at a distorted geometry. Source: the OMol25 dataset; level of theory: wB97M-V/def2-TZVPD.

Element x y z (Å)
H -0.3534 -0.0998 1.9641
H 1.0586 1.8782 -2.4779
H -1.5194 1.1742 0.4701
H 0.1676 -1.4738 2.4931
O -0.7464 0.6612 0.4181
O 0.7156 1.1822 -1.9149
H 0.4926 -2.0588 -0.5129
O -0.2864 -1.8138 -1.0129
H -0.4574 -0.9488 -0.5849
H -0.2644 1.1032 -0.2709
H 1.4566 1.0602 -1.3189
O -0.2634 -0.6648 2.7481

## Properties
Energy relative to the best compared isomer or geometry (same formula, charge and spin) ... 21.2 kcal per mole
Kohn-Sham gap ... 11.02 eV
E_LUMO ... 0.0071 Ha
Structure (SMILES) ... O.O.O.O

A cluster of 2 separate species, C5H6N2 in total at a distorted geometry. Source: the OMol25 dataset; level of theory: wB97M-V/def2-TZVPD.

Element x y z (Å)
C 2.8927 -0.4524 0.0110
C -0.5090 1.0731 0.8684
N 3.6669 -1.1575 0.4657
H 0.3184 -0.7603 -1.2244
C -0.3985 -0.0083 -1.0913
H -2.0257 -0.2848 1.8473
H -0.2649 1.8314 1.6825
C -1.6276 -0.4668 -0.2477
H -2.2086 -1.2872 -0.6096
H -0.6492 0.3373 -2.0291
H 2.1638 0.0865 -0.4274
C -1.5248 0.0276 0.9838
N 0.1665 1.0614 -0.2293

## Properties
Energy relative to the best compared isomer or geometry (same formula, charge and spin) ... 51.2 kcal per mole
Kohn-Sham gap ... 10.49 eV
E_LUMO ... 0.0152 Ha
Structure (SMILES) ... C1=CCN=C1.C#N

A cluster of 2 separate species, C3H13N3 in total at a distorted geometry. Source: the OMol25 dataset; level of theory: wB97M-V/def2-TZVPD.

Element x y z (Å)
H 1.9847 -2.1821 -0.2181
H -0.8892 0.7448 0.2144
H -2.0977 2.6191 -0.0912
H -2.6087 -1.0558 0.5195
C 2.5425 -1.2536 -0.2329
N 1.6155 -0.1864 0.0599
C -2.7742 -0.0427 0.1831
H 3.2354 -1.1524 1.7029
H -2.9731 1.9023 -1.3730
N -1.6235 0.5778 -0.4620
N 3.6151 -1.3554 0.7872
H -1.1611 2.3047 -1.5398
H 2.9989 -1.1340 -1.2140
C -1.9781 1.9258 -0.9276
H -3.1188 0.5039 1.0800
H -3.6189 0.0337 -0.5012
H 2.0999 0.5034 0.6237
H 3.9651 -2.3035 0.8197
H 0.7862 -0.4496 0.5696

## Properties
Energy relative to the best compared isomer or geometry (same formula, charge and spin) ... 21.1 kcal per mole
Kohn-Sham gap ... 9.78 eV
E_LUMO ... 0.0357 Ha
Structure (SMILES) ... CNC.NCN

Repeat the fourth record exactly.
A cluster of 4 separate species, H8O4 in total at a distorted geometry. Source: the OMol25 dataset; level of theory: wB97M-V/def2-TZVPD.

Element x y z (Å)
H -0.3534 -0.0998 1.9641
H 1.0586 1.8782 -2.4779
H -1.5194 1.1742 0.4701
H 0.1676 -1.4738 2.4931
O -0.7464 0.6612 0.4181
O 0.7156 1.1822 -1.9149
H 0.4926 -2.0588 -0.5129
O -0.2864 -1.8138 -1.0129
H -0.4574 -0.9488 -0.5849
H -0.2644 1.1032 -0.2709
H 1.4566 1.0602 -1.3189
O -0.2634 -0.6648 2.7481

## Properties
Energy relative to the best compared isomer or geometry (same formula, charge and spin) ... 21.2 kcal per mole
Kohn-Sham gap ... 11.02 eV
E_LUMO ... 0.0071 Ha
Structure (SMILES) ... O.O.O.O

Which formula does entry 1 have?
C7H14ClOP

Copy entry 2 word for word.
A structure of composition C9H11BrCl17NO4P2 at a distorted geometry. Source: the OMol25 dataset; level of theory: wB97M-V/def2-TZVPD.

Element x y z (Å)
Cl -1.5742 -2.8302 5.5202
H 3.1413 0.0150 -0.2475
Cl -9.4922 1.6700 2.3990
C -1.6248 -1.3592 4.5260
Cl -2.0832 -1.7820 2.8628
H 1.8110 -0.6195 -3.6980
H -0.3672 -0.6267 -0.9982
H 0.5572 -2.9907 0.2852
C 0.2186 0.0855 1.1382
Cl -2.5480 -2.2159 -0.0604
H 2.6672 0.3576 3.3349
C -4.0923 -2.0126 -0.9180
P 2.0461 0.0124 -1.1983
Cl 5.4086 0.8450 -3.3420
Cl -9.2007 -0.9146 3.6833
H 0.2699 -0.9669 1.5714
H -0.1699 1.1774 -0.7689
Cl -5.2380 -1.1497 0.1290
C 1.3621 0.9658 1.8694
Cl -2.8164 -0.2287 5.2006
O 4.4192 -1.5985 -3.3153
Cl 4.9156 6.1626 -4.0515
O 0.9083 -2.7564 -2.4939
C 2.4990 0.0318 -3.0501
Cl -9.2821 -0.7341 0.7891
C 0.2911 0.1611 -0.4688
Cl -6.9692 0.2471 2.2389
Br 2.1038 2.3463 -1.2833
O 1.5422 -2.8585 0.2685
C 4.0528 -0.4093 -3.2219
C 5.6128 5.0798 -2.8266
C -8.7367 0.0672 2.2777
H 1.1120 -3.7247 -2.5467
H 2.4507 1.0899 -3.5050
H 2.9160 -0.4324 1.8436
N 2.6662 0.4558 2.3063
Cl -4.7533 -3.6077 -1.3330
H -0.7870 0.5257 1.4790
P 1.9584 -2.1849 -1.2589
Cl -3.8248 -1.0769 -2.4038
Cl -0.0223 -0.5962 4.5146
O 1.0870 2.1925 2.0191
Cl 4.3493 3.9943 -2.2063
Cl 6.2733 6.0466 -1.4897
Cl 6.9156 4.1182 -3.5604

## Properties
Kohn-Sham gap ... 7.61 eV
E_LUMO ... -0.0119 Ha